DFT (wB97M-V/def2-TZVPD) results for a 4-piece molecular cluster, C32H34F24IN3O6S overall.

As for the HOMO energy: -9.1 eV. As for the SMILES: C#CCCC[C@]1(N=C=O)NC(=O)[C@H](N=C=S)[C@]1(C[C@H](C)O)[C@@H](I)CC.FC(F)C(F)(F)COC(F)(F)C(F)F.FC(F)C(F)(F)COC(F)(F)C(F)F.FC(F)C(F)(F)COC(F)(F)C(F)F. The calculation puts the energy above the lowest of the compared OMol25 structures with the same formula, charge and spin at 0.0 kcal/mol. Its HOMO-LUMO gap is 9.33 eV.

Geometry (Å):
C  1.355  -4.313  1.692
C  1.529  -4.340  0.505
C  1.811  -4.098  -0.924
C  0.536  -3.723  -1.726
C  -0.044  -2.424  -1.142
C  -1.299  -1.837  -1.900
N  -1.624  -2.775  -2.986
C  -1.446  -2.353  -4.120
O  -1.290  -1.917  -5.182
N  -0.800  -0.526  -2.343
C  -0.781  0.302  -1.150
O  -0.035  1.192  -0.928
C  -1.919  -0.247  -0.264
N  -1.719  -0.214  1.202
C  -0.609  -0.492  1.616
S  0.909  -0.483  2.076
C  -2.524  -1.558  -0.945
C  -3.783  -1.017  -1.663
C  -4.605  -2.010  -2.509
C  -5.668  -1.179  -3.275
O  -5.293  -2.981  -1.743
C  -2.755  -2.647  0.131
I  -4.476  -2.152  1.387
C  -2.844  -4.076  -0.462
C  -3.584  -5.106  0.416
H  1.159  -4.297  2.738
H  2.301  -4.967  -1.370
H  2.517  -3.269  -1.053
H  0.872  -3.591  -2.757
H  -0.156  -4.562  -1.660
H  -0.249  -2.624  -0.087
H  0.782  -1.709  -1.166
H  -1.432  -0.005  -2.957
H  -2.693  0.521  -0.405
H  -4.464  -0.512  -0.977
H  -3.429  -0.253  -2.368
H  -4.029  -2.529  -3.272
H  -6.108  -1.753  -4.087
H  -5.244  -0.268  -3.710
H  -6.453  -0.852  -2.582
H  -6.119  -2.600  -1.437
H  -1.931  -2.658  0.841
H  -3.201  -4.085  -1.488
H  -1.809  -4.435  -0.497
H  -4.662  -5.067  0.285
H  -3.303  -4.940  1.460
H  -3.183  -6.093  0.167
F  -10.823  -3.070  -4.700
C  -9.580  -3.142  -5.207
F  -8.821  -3.830  -4.322
C  -8.964  -1.757  -5.419
F  -8.812  -1.127  -4.233
F  -7.714  -1.974  -5.921
C  -9.663  -0.808  -6.413
O  -10.523  0.197  -5.889
C  -11.858  -0.060  -5.632
F  -12.231  -1.255  -6.119
F  -12.569  0.871  -6.299
C  -12.188  0.090  -4.145
F  -11.454  -0.757  -3.399
F  -13.492  -0.201  -3.943
H  -9.607  -3.702  -6.146
H  -8.855  -0.237  -6.869
H  -10.132  -1.352  -7.233
H  -11.989  1.111  -3.813
F  7.075  1.554  3.461
C  6.363  2.563  3.991
F  7.193  3.241  4.827
C  5.151  2.068  4.783
F  5.553  1.348  5.850
F  4.543  3.188  5.268
C  4.066  1.286  4.017
O  4.080  -0.134  4.100
C  4.844  -0.899  3.237
F  5.360  -0.147  2.249
F  4.002  -1.776  2.655
C  5.915  -1.705  3.977
F  6.750  -0.892  4.651
F  6.647  -2.405  3.082
H  6.056  3.240  3.190
H  3.130  1.560  4.502
H  3.969  1.629  2.986
H  5.450  -2.394  4.684
F  9.661  7.937  5.669
C  9.646  6.724  6.253
F  10.241  6.852  7.463
C  10.403  5.678  5.431
F  11.712  5.997  5.358
F  10.320  4.516  6.137
C  9.877  5.359  4.017
O  10.525  5.978  2.909
C  10.153  7.232  2.466
F  9.025  7.652  3.063
F  9.872  7.112  1.150
C  11.293  8.245  2.599
F  11.687  8.365  3.879
F  10.867  9.457  2.179
H  8.609  6.415  6.411
H  10.084  4.299  3.873
H  8.793  5.450  3.954
H  12.149  7.934  1.997

DFT (wB97M-V/def2-TZVPD) results for C38H68AsFN4O2PPtSe2 as an isolated structure.

Its net charge is +1. As for the HOMO energy (spin up / spin down): -10.0 / -10.2 eV. As for the spin multiplicity: 5. Its HOMO-LUMO gap (spin up / spin down) is 8.18 / 4.94 eV.

Geometry (Å):
Pt  14.640  12.356  10.853
O  11.316  17.015  11.255
C  12.546  16.334  11.500
C  13.811  17.033  10.809
C  13.967  18.416  11.564
O  12.890  19.187  11.280
C  15.052  16.206  11.195
Se  15.453  14.547  10.243
C  13.718  17.316  9.334
Se  12.868  15.812  8.347
H  11.467  17.971  11.514
H  12.388  15.252  11.188
H  12.787  16.426  12.551
H  14.927  18.851  11.195
H  14.038  18.255  12.675
H  13.006  20.129  11.493
H  15.235  16.116  12.330
H  15.948  16.847  10.988
H  14.619  17.685  8.915
H  12.938  18.099  9.172
F  19.903  9.413  8.957
C  18.812  10.028  9.437
C  17.761  10.250  8.530
C  16.581  10.876  8.966
C  16.392  11.236  10.300
C  17.398  10.777  11.229
C  18.699  10.291  10.806
H  17.937  9.976  7.450
H  15.832  11.271  8.305
H  17.210  10.940  12.313
H  19.553  9.966  11.401
C  9.994  13.893  11.465
C  9.582  13.109  10.227
C  10.742  12.373  9.568
C  11.237  11.190  10.500
C  11.244  11.637  12.045
C  11.100  13.168  12.209
P  12.934  10.806  9.987
C  13.031  10.546  8.115
C  11.848  9.813  7.496
C  11.443  10.508  6.217
C  12.717  10.616  5.290
C  13.802  11.502  5.981
C  13.349  11.857  7.395
C  13.364  9.115  10.686
C  12.191  8.127  10.551
C  12.240  6.948  11.531
C  13.639  6.405  11.607
C  14.533  7.515  12.241
C  13.893  8.935  12.111
H  9.113  13.955  12.078
H  10.355  14.865  11.178
H  9.175  13.709  9.405
H  8.780  12.395  10.464
H  11.583  13.091  9.398
H  10.510  11.896  8.576
H  10.644  10.336  10.455
H  12.235  11.352  12.497
H  10.403  11.079  12.447
H  12.065  13.622  11.957
H  11.016  13.353  13.218
H  13.867  9.869  8.078
H  11.005  9.670  8.151
H  12.141  8.863  7.196
H  11.014  11.483  6.366
H  10.708  9.890  5.664
H  12.448  11.144  4.370
H  13.059  9.642  4.943
H  14.014  12.461  5.466
H  14.743  10.912  6.051
H  12.586  12.649  7.523
H  14.211  12.373  7.874
H  14.182  8.727  10.105
H  12.095  7.751  9.532
H  11.206  8.609  10.824
H  11.503  6.164  11.271
H  11.939  7.310  12.512
H  14.007  6.191  10.605
H  13.734  5.466  12.130
H  15.537  7.574  11.796
H  14.663  7.347  13.336
H  14.661  9.691  12.268
H  13.168  9.075  12.883
C  15.530  10.871  14.465
As  14.975  12.289  13.284
C  13.698  13.117  14.489
C  16.503  13.417  13.536
H  15.869  11.443  15.315
H  16.403  10.236  14.145
H  14.716  10.243  14.759
H  14.173  13.097  15.434
H  12.852  12.372  14.449
H  13.426  14.131  14.181
H  16.723  13.438  14.569
H  16.262  14.427  13.262
H  17.360  13.146  12.981
C  18.941  14.591  10.466
N  19.252  15.384  9.224
C  20.058  14.519  8.332
N  21.292  14.081  9.061
C  20.902  13.334  10.264
N  20.173  14.184  11.191
C  21.010  15.369  11.474
N  21.274  16.176  10.289
C  20.047  16.533  9.599
C  22.012  15.330  9.373
H  18.350  13.743  10.221
H  18.398  15.269  11.148
H  20.260  15.086  7.387
H  19.482  13.627  8.182
H  21.819  12.821  10.675
H  20.271  12.522  9.944
H  21.950  15.036  11.864
H  20.570  15.990  12.224
H  20.279  17.063  8.662
H  19.433  17.165  10.274
H  23.007  15.134  9.841
H  22.118  15.764  8.351

DFT (wB97M-V/def2-TZVPD) results for C43H50N8O8SbSi3TeTl as an isolated structure.

Its net charge is -2. As for the HOMO energy: -2.9 eV. The calculation puts the energy above the lowest of the compared OMol25 structures with the same formula, charge and spin at 1.5 kcal/mol. Its HOMO-LUMO gap is 6.70 eV.

Geometry (Å):
Tl  0.138  0.141  0.275
C  -1.560  4.064  -2.075
C  -1.951  4.868  -1.018
C  -2.363  4.266  0.160
C  -2.377  2.875  0.236
N  -1.995  2.100  -0.779
C  -1.587  2.689  -1.899
C  -2.781  2.189  1.499
C  -3.587  2.824  2.444
C  -3.897  2.154  3.612
C  -3.404  0.878  3.816
C  -2.616  0.307  2.822
N  -2.322  0.953  1.691
C  -2.005  -1.044  3.003
C  -1.474  -1.419  4.231
C  -0.836  -2.644  4.339
C  -0.765  -3.455  3.219
C  -1.336  -2.999  2.041
N  -1.946  -1.824  1.922
H  -1.187  4.483  -3.000
H  -1.894  5.947  -1.087
H  -2.594  4.872  1.025
H  -1.225  2.031  -2.678
H  -3.967  3.818  2.263
H  -4.520  2.628  4.361
H  -3.627  0.324  4.719
H  -1.497  -0.738  5.071
H  -0.356  -2.933  5.265
H  -0.244  -4.403  3.241
H  -1.286  -3.601  1.137
O  3.136  1.720  -2.702
C  2.088  1.920  -2.066
O  1.160  1.075  -1.874
C  1.881  3.332  -1.508
C  2.324  4.366  -2.274
C  2.084  5.703  -1.898
C  1.408  6.000  -0.738
C  0.980  4.966  0.078
C  1.198  3.568  -0.234
O  0.833  2.622  0.498
N  0.161  5.345  1.193
O  -0.251  6.505  1.254
O  -0.133  4.522  2.025
N  2.528  6.780  -2.742
O  3.096  6.504  -3.792
O  2.326  7.938  -2.386
H  2.865  4.143  -3.182
H  1.203  7.021  -0.463
C  0.170  1.641  3.886
Te  2.050  2.418  3.265
C  2.747  1.464  5.059
C  1.542  1.354  5.950
C  1.648  1.141  7.320
C  0.518  1.057  8.120
C  -0.739  1.182  7.549
C  -0.853  1.378  6.180
C  0.278  1.459  5.373
H  0.013  0.684  3.389
H  -0.617  2.344  3.612
H  3.537  2.047  5.533
H  3.123  0.470  4.812
H  2.632  1.038  7.763
H  0.621  0.896  9.187
H  -1.628  1.131  8.167
H  -1.832  1.488  5.724
N  2.536  -2.447  0.947
C  2.290  -2.183  2.285
O  1.773  -1.110  2.615
C  2.634  -3.235  3.208
C  3.172  -4.449  2.753
N  3.604  -5.457  2.373
C  2.429  -3.057  4.587
N  2.263  -2.934  5.727
H  2.587  -1.635  0.355
H  3.173  -3.193  0.720
C  0.069  -5.423  -4.557
Si  0.814  -4.465  -3.107
C  0.341  -5.366  -1.523
C  2.686  -4.565  -3.318
Sb  0.277  -2.000  -2.715
Si  -2.252  -2.119  -3.077
C  -2.949  -0.420  -3.479
C  -2.867  -3.300  -4.422
C  -3.008  -2.690  -1.456
Si  1.106  -1.030  -4.925
C  2.969  -0.903  -4.803
C  0.646  -2.111  -6.409
C  0.382  0.681  -5.180
H  0.629  -6.362  -4.636
H  0.153  -4.898  -5.509
H  -0.981  -5.673  -4.399
H  0.640  -6.418  -1.572
H  -0.737  -5.330  -1.344
H  0.835  -4.913  -0.660
H  3.019  -5.603  -3.214
H  3.204  -3.965  -2.568
H  3.000  -4.210  -4.303
H  -2.625  -0.050  -4.453
H  -2.683  0.315  -2.717
H  -4.041  -0.506  -3.496
H  -2.355  -3.178  -5.379
H  -3.934  -3.104  -4.578
H  -2.762  -4.342  -4.112
H  -2.671  -2.096  -0.604
H  -2.758  -3.736  -1.254
H  -4.099  -2.612  -1.504
H  3.436  -1.877  -4.640
H  3.228  -0.225  -3.985
H  3.368  -0.481  -5.732
H  1.190  -3.058  -6.389
H  0.914  -1.592  -7.336
H  -0.423  -2.337  -6.443
H  0.718  1.331  -4.372
H  -0.709  0.676  -5.196
H  0.736  1.084  -6.135

DFT (wB97M-V/def2-TZVPD) results for C3H6CoO3 as an isolated structure.

Its net charge is +2. As for the HOMO energy (spin up / spin down): -19.1 / -21.6 eV. As for the spin multiplicity: 6. The calculation puts the energy above the lowest of the compared OMol25 structures with the same formula, charge and spin at 0.0 kcal/mol. Its HOMO-LUMO gap (spin up / spin down) is 10.10 / 7.76 eV.

Geometry (Å):
C  -0.219  -0.751  -1.548
O  0.087  -0.052  -0.317
C  1.343  0.034  0.092
C  1.543  0.898  1.197
O  0.551  1.418  1.764
H  -1.240  -0.464  -1.810
H  0.491  -0.430  -2.317
H  -0.154  -1.827  -1.363
H  2.133  -0.438  -0.492
H  2.566  1.145  1.505
Co  -1.184  0.877  1.019
O  -2.817  0.243  1.047
H  -3.101  -0.653  1.224

DFT (wB97M-V/def2-TZVPD) results for a 2-piece molecular cluster, C2H3ClO2 overall.

As for the HOMO energy (spin up / spin down): -9.8 / -7.5 eV. The calculation puts the energy above the lowest of the compared OMol25 structures with the same formula, charge and spin at 176.7 kcal/mol. Its HOMO-LUMO gap (spin up / spin down) is 9.91 / 6.89 eV.

Geometry (Å):
C  0.441  0.109  1.114
C  1.689  0.053  1.002
O  0.163  0.478  -1.622
O  1.524  0.476  -1.453
Cl  3.246  -0.064  0.885
H  -0.152  -0.163  1.943
H  -0.245  0.141  0.267
H  -0.069  -0.299  -2.210

DFT (wB97M-V/def2-TZVPD) results for a 18-piece molecular cluster, C4H34BO25 overall.

Its net charge is -1. As for the HOMO energy: -8.5 eV. The calculation puts the energy above the lowest of the compared OMol25 structures with the same formula, charge and spin at 32.2 kcal/mol. Its HOMO-LUMO gap is 10.13 eV.

Geometry (Å):
O  -3.731  -0.234  0.423
C  -2.644  -0.006  -0.009
O  -1.511  -0.001  0.687
B  -0.421  0.296  -0.209
O  -1.009  0.608  -1.514
C  -2.297  0.400  -1.473
O  -3.087  0.629  -2.347
O  0.603  -0.801  -0.300
C  1.739  -0.421  0.237
O  2.732  -1.080  0.387
C  1.598  1.068  0.581
O  0.378  1.440  0.290
O  2.424  1.780  1.083
O  -0.298  -4.202  -1.112
H  -0.793  -3.428  -0.829
H  0.634  -3.916  -1.108
O  -1.662  2.664  2.053
H  -1.407  3.419  2.592
H  -0.826  2.248  1.807
O  -0.331  -0.313  3.824
H  -0.370  -1.275  3.768
H  -0.645  -0.010  2.965
O  1.464  0.316  -3.438
H  2.023  0.889  -2.903
H  0.756  0.888  -3.757
O  -6.597  -0.184  0.843
H  -5.650  -0.135  0.648
H  -6.812  -1.115  0.737
O  4.709  -0.411  -2.047
H  4.817  -1.284  -1.651
H  4.862  -0.543  -2.989
O  -3.778  3.505  -0.697
H  -4.359  3.048  -1.315
H  -3.648  2.879  0.025
O  -3.779  -2.686  2.034
H  -3.723  -1.930  1.435
H  -3.921  -2.278  2.896
O  -3.971  -0.256  3.697
H  -3.954  0.551  3.171
H  -4.905  -0.400  3.888
O  4.991  2.690  -0.216
H  5.171  2.160  -1.000
H  4.164  2.332  0.135
O  2.501  -3.600  -0.998
H  2.543  -2.659  -0.744
H  3.142  -3.695  -1.708
O  -3.443  2.762  -4.695
H  -2.948  3.494  -4.315
H  -3.915  2.377  -3.949
O  0.441  4.955  0.258
H  1.123  5.019  0.935
H  0.589  4.093  -0.146
O  5.672  -2.591  1.294
H  6.574  -2.550  1.621
H  5.271  -1.752  1.593
O  4.893  0.065  2.045
H  4.105  0.009  2.596
H  4.561  0.332  1.181
O  -2.164  -1.022  -4.797
H  -2.321  -0.430  -4.049
H  -1.419  -1.568  -4.524
O  2.321  -3.404  2.630
H  2.578  -2.650  2.089
H  2.959  -4.084  2.392

DFT (wB97M-V/def2-TZVPD) results for a 5-piece molecular cluster, C3H14O5 overall.

As for the HOMO energy: -9.7 eV. As for the SMILES: C=CCO.O.O.O.O. The calculation puts the energy above the lowest of the compared OMol25 structures with the same formula, charge and spin at 42.8 kcal/mol. Its HOMO-LUMO gap is 9.74 eV.

Geometry (Å):
C  -0.822  0.601  -1.054
C  -0.685  1.250  -2.200
C  -1.828  1.447  -3.174
O  -1.970  0.248  -3.936
H  -0.018  0.241  -0.426
H  -1.699  0.008  -0.811
H  0.214  1.825  -2.394
H  -2.740  1.699  -2.632
H  -1.559  2.219  -3.888
H  -2.247  -0.475  -3.368
O  1.813  3.193  3.174
H  2.603  2.674  3.315
H  1.363  2.750  2.448
O  0.373  -3.597  1.580
H  0.763  -4.012  0.816
H  0.204  -4.187  2.307
O  0.190  -0.967  2.441
H  0.086  -1.879  2.117
H  0.394  -1.019  3.372
O  2.058  -0.483  0.523
H  1.408  -0.107  1.128
H  2.101  -1.427  0.662

DFT (wB97M-V/def2-TZVPD) results for one molecule with the formula C4H9NS.

As for the HOMO energy: -8.7 eV. As for the SMILES: CCC/C=N/S. The calculation puts the energy above the lowest of the compared OMol25 structures with the same formula, charge and spin at 47.3 kcal/mol. Its HOMO-LUMO gap is 9.67 eV.

Geometry (Å):
C  1.479  -1.135  -0.422
C  1.136  0.014  0.641
C  0.348  1.110  -0.062
C  -1.158  0.884  -0.223
N  -1.622  -0.275  0.146
S  -3.321  -0.258  -0.004
H  0.470  -1.313  -1.040
H  1.770  -2.077  0.124
H  2.405  -0.781  -1.006
H  0.509  -0.334  1.440
H  2.182  0.214  1.059
H  0.423  2.007  0.516
H  0.617  1.639  -1.084
H  -1.707  1.697  -0.678
H  -3.531  -1.391  0.595

DFT (wB97M-V/def2-TZVPD) results for one molecule with the formula Cl2HOPS.

As for the HOMO energy: -9.8 eV. The calculation puts the energy above the lowest of the compared OMol25 structures with the same formula, charge and spin at 68.8 kcal/mol. Its HOMO-LUMO gap is 8.65 eV.

Geometry (Å):
O  -2.087  -0.274  1.208
P  -1.869  0.088  -0.174
S  2.338  -0.200  -0.338
Cl  0.436  -0.489  -0.719
Cl  -1.640  2.042  -0.321
H  2.823  -1.167  0.343

For the records above, the corresponding DFT total energy values read -134643.239, -257337.994, -115863.416, -46954.220, -18732.387, -56573.809, -13574.143, -16617.404, -47232.334 eV.
For the records above, the corresponding maximum force values read 2.03, 3.49, 0.82, 1.62, 2.12, 1.34, 1.71, 3.71, 3.62 eV/A.